68
Properties=species:S:1:pos:R:3 method="wB97M-V/def2-TZVPD" energy_ev=-57091.2900 de_lowest_kj_mol=245.4 homo_ev="-16.58 / -20.94" spin_multiplicity=6 homo_lumo_gap_ev="4.95 / 5.05" total_charge=+4 s2=8.804
Ir 0.215 -0.148 0.993
P 1.683 -0.981 2.381
P 1.545 1.833 0.637
P -0.720 -2.324 0.443
H -0.478 2.122 -7.225
C -1.346 1.504 -6.981
C -2.346 1.952 -6.197
H -2.356 2.962 -5.775
C 3.069 -1.792 1.496
C 2.490 0.173 3.548
C 1.092 -2.236 3.564
C 0.977 2.988 -0.669
C 1.547 2.973 2.077
C 3.299 1.522 0.180
C -2.017 -2.249 -0.845
C -1.656 -3.237 1.757
C 0.467 -3.578 -0.212
H -1.416 0.530 -7.489
H -3.233 1.322 -6.056
H 3.777 -2.204 2.226
H 3.578 -1.068 0.854
H 2.677 -2.597 0.865
H 3.191 -0.389 4.185
H 1.722 0.633 4.182
H 3.040 0.972 3.036
H 1.913 -2.939 3.786
H 0.235 -2.801 3.179
H 0.784 -1.748 4.506
H 1.543 3.928 -0.585
H -0.096 3.197 -0.547
H 1.143 2.554 -1.664
H 2.562 3.374 2.228
H 1.204 2.481 2.996
H 0.862 3.804 1.854
H 3.770 2.456 -0.152
H 3.310 0.799 -0.642
H 3.857 1.113 1.028
H -2.626 -3.160 -0.784
H -1.570 -2.174 -1.844
H -2.667 -1.380 -0.683
H -2.508 -3.780 1.322
H -2.054 -2.539 2.503
H -1.022 -3.970 2.269
H -0.026 -4.339 -0.834
H 0.983 -4.072 0.620
H 1.211 -3.057 -0.824
C -0.870 0.645 -1.723
C 0.292 0.145 -2.380
C 0.168 -0.429 -3.649
C -1.078 -0.407 -4.291
C -2.137 0.315 -3.725
C -2.028 0.942 -2.491
O -1.007 0.729 -0.414
H 1.060 -0.947 -0.196
H 1.243 0.152 -1.826
H 1.039 -0.875 -4.146
H -1.198 -0.887 -5.272
H -3.028 0.454 -4.321
H -2.804 1.542 -2.018
N -1.665 0.264 3.335
C -2.528 1.082 3.962
C -2.650 2.195 3.152
C -1.851 1.995 2.027
N -1.245 0.782 2.164
H -1.387 -0.652 3.672
H -2.963 0.813 4.915
H -3.248 3.057 3.343
H -1.728 2.656 1.178

71
Properties=species:S:1:pos:R:3 method="wB97M-V/def2-TZVPD" energy_ev=-66590.4930 homo_ev=-4.10 homo_lumo_gap_ev=5.59 total_charge=-1
C 0.878 -6.471 2.460
N 1.310 -6.020 1.128
C 2.152 -4.802 1.267
B 0.182 -5.630 0.272
O 0.369 -5.862 -1.091
Si -1.522 -4.788 0.927
O -1.177 -3.799 2.296
Si -1.236 -2.195 2.069
O 0.293 -1.568 2.075
I -2.362 -1.235 4.075
C -2.711 -6.177 1.530
O -3.548 -5.811 2.406
O -2.595 -7.308 1.059
H 1.703 -6.991 2.949
H 0.626 -5.630 3.115
H 0.029 -7.143 2.396
H 2.562 -4.785 2.273
H 2.930 -4.839 0.519
H 1.544 -3.898 1.131
H 0.570 -5.044 -1.555
H -2.109 -4.012 -0.184
H -2.013 -1.752 0.915
H 0.811 -2.007 2.756
C -6.564 -2.370 0.401
C -5.545 -3.455 0.677
O -4.506 -3.558 0.047
N -5.797 -4.339 1.669
C -6.951 -4.407 2.536
H -6.204 -1.753 -0.417
H -7.521 -2.808 0.112
H -6.699 -1.739 1.281
H -5.049 -5.027 1.800
H -6.629 -4.302 3.575
H -7.434 -5.381 2.421
H -7.671 -3.626 2.307
C 1.437 -2.301 -3.084
C 2.319 -2.453 -1.866
O 2.767 -3.535 -1.522
N 2.597 -1.335 -1.150
C 2.154 0.025 -1.391
H 1.307 -3.277 -3.544
H 0.457 -1.915 -2.802
H 1.901 -1.633 -3.811
H 3.187 -1.508 -0.351
H 3.025 0.669 -1.523
H 1.592 0.373 -0.522
H 1.523 0.087 -2.272
C 5.460 4.054 -1.954
C 4.246 3.819 -1.088
O 4.238 2.995 -0.189
N 3.138 4.565 -1.342
C 2.948 5.589 -2.356
H 6.253 3.388 -1.629
H 5.232 3.841 -2.999
H 5.807 5.083 -1.855
H 2.368 4.354 -0.728
H 2.694 6.533 -1.870
H 2.123 5.296 -3.008
H 3.841 5.731 -2.954
C 0.564 10.523 -1.428
C 1.540 9.443 -1.027
O 2.647 9.351 -1.532
N 1.143 8.561 -0.071
C -0.124 8.509 0.638
H 1.023 11.140 -2.193
H -0.348 10.083 -1.835
H 0.317 11.152 -0.573
H 1.842 7.869 0.152
H 0.056 8.610 1.710
H -0.602 7.545 0.457
H -0.790 9.301 0.315

13
Properties=species:S:1:pos:R:3 method="wB97M-V/def2-TZVPD" smiles="NN=C1C=CC=C1" energy_ev=-8259.0528 de_lowest_kj_mol=318.9 homo_ev=-8.54 homo_lumo_gap_ev=8.06
N -0.442 -1.087 -2.344
N -0.445 0.060 -1.605
C 0.112 0.110 -0.406
C 0.500 -0.847 0.578
C 0.621 -0.012 1.696
C 0.374 1.368 1.481
C 0.136 1.483 0.122
H -1.427 -1.124 -2.842
H -0.447 -1.995 -1.724
H 0.476 -1.875 0.369
H 0.861 -0.429 2.743
H 0.233 2.121 2.322
H -0.552 2.226 -0.392

83
Properties=species:S:1:pos:R:3 method="wB97M-V/def2-TZVPD" energy_ev=-113256.8153 de_lowest_kj_mol=0.0 homo_ev="-9.98 / -10.04" spin_multiplicity=2 homo_lumo_gap_ev="6.89 / 7.14" total_charge=+1 s2=0.814
V -0.919 -0.046 0.194
C -1.880 2.016 2.906
C -3.091 1.795 2.030
S -3.175 0.232 1.137
C -3.381 -1.006 2.438
C -2.198 -1.326 3.346
S -0.665 -1.624 2.412
C 0.631 -0.811 3.348
C 0.438 0.683 3.565
S -0.292 1.551 2.137
H -1.969 1.457 3.833
H -1.832 3.072 3.173
H -3.132 2.548 1.253
H -4.008 1.907 2.612
H -3.663 -1.893 1.875
H -4.250 -0.719 3.033
H -2.427 -2.255 3.869
H -2.022 -0.567 4.106
H 1.497 -0.991 2.708
H 0.821 -1.328 4.289
H 1.399 1.143 3.794
H -0.208 0.881 4.416
C 6.687 -4.058 0.377
C 5.456 -3.295 -0.028
C 5.499 -2.339 -1.030
C 4.378 -1.609 -1.418
C 4.557 -0.615 -2.536
C 3.173 -1.845 -0.742
Te 1.516 -0.631 -1.292
N -0.990 1.127 -0.950
C -1.084 1.692 -2.238
O -0.311 1.325 -3.094
C -2.136 2.696 -2.508
C -2.857 3.280 -1.481
C -3.841 4.216 -1.754
C -4.103 4.565 -3.072
C -3.376 3.985 -4.107
C -2.390 3.055 -3.829
C 2.490 1.247 -1.053
C 2.422 2.090 -2.160
C 3.009 3.346 -2.125
C 3.685 3.754 -0.987
C 3.783 2.898 0.097
C 3.198 1.633 0.086
C 3.370 0.744 1.281
C 3.085 -2.845 0.238
C 1.791 -3.250 0.890
C 4.235 -3.544 0.582
H 7.520 -3.851 -0.292
H 6.501 -5.132 0.369
H 6.993 -3.788 1.389
H 6.435 -2.155 -1.546
H 5.323 -0.973 -3.223
H 4.878 0.355 -2.153
H 3.647 -0.455 -3.113
H -2.615 3.005 -0.468
H -4.399 4.676 -0.949
H -4.872 5.293 -3.294
H -3.581 4.262 -5.133
H -1.812 2.592 -4.617
H 1.899 1.770 -3.049
H 2.944 3.994 -2.989
H 4.154 4.729 -0.949
H 4.341 3.206 0.974
H 4.151 1.123 1.938
H 3.621 -0.281 1.002
H 2.438 0.720 1.840
H 1.000 -2.526 0.712
H 1.906 -3.385 1.967
H 1.437 -4.199 0.482
H 4.165 -4.319 1.340
Te -1.834 -2.158 -0.999
C -3.944 -2.181 -0.846
C -4.579 -3.197 -0.137
C -5.967 -3.253 -0.091
C -6.724 -2.298 -0.754
C -6.092 -1.296 -1.476
C -4.705 -1.238 -1.530
H -3.994 -3.966 0.354
H -6.455 -4.052 0.454
H -7.805 -2.345 -0.722
H -6.679 -0.559 -2.009
H -4.218 -0.459 -2.102

108
Properties=species:S:1:pos:R:3 method="wB97M-V/def2-TZVPD" smiles="NC(N)=O.NC(N)=O.NC(N)=O.CC(C)O.CC(C)O.CC(C)O.CC(C)O.CC(C)O.CC(C)O.CC(C)O" energy_ev=-55403.6766 de_lowest_kj_mol=545.4 homo_ev=-9.93 homo_lumo_gap_ev=9.84
N 1.217 -7.444 -1.380
C 1.772 -8.469 -1.996
N 1.904 -8.232 -3.265
O 2.115 -9.466 -1.534
H 1.083 -7.377 -0.381
H 0.978 -6.580 -1.846
H 1.594 -7.299 -3.496
H 2.577 -8.886 -3.638
N 1.026 -0.097 -0.319
C 0.194 -0.327 -1.294
N -0.241 0.772 -1.886
O -0.430 -1.378 -1.377
H 1.407 -0.914 0.137
H 1.598 0.724 -0.459
H -1.153 0.741 -2.320
H 0.255 1.614 -1.633
N 6.809 -3.370 0.820
C 7.869 -3.667 0.085
N 7.921 -4.917 -0.080
O 8.648 -2.895 -0.402
H 6.770 -2.391 1.064
H 6.381 -4.148 1.302
H 8.732 -5.280 -0.561
H 7.135 -5.520 0.119
C -1.728 -4.487 -9.159
C -0.877 -4.595 -7.908
C 0.203 -3.477 -7.735
O -1.728 -4.456 -6.725
H -1.425 -4.442 -10.205
H -2.344 -3.594 -9.049
H -2.401 -5.344 -9.147
H -0.365 -5.557 -7.944
H 0.884 -3.454 -8.586
H 0.670 -3.630 -6.763
H -0.160 -2.454 -7.636
H -1.220 -4.208 -5.949
C -3.384 2.091 4.650
C -4.333 2.963 3.824
C -5.818 2.763 4.231
O -3.865 4.342 3.910
H -3.373 2.332 5.713
H -2.415 2.168 4.156
H -3.657 1.043 4.530
H -4.222 2.659 2.783
H -5.971 3.121 5.250
H -6.330 1.826 4.012
H -6.465 3.516 3.781
H -3.220 4.540 3.227
C 3.705 2.478 7.913
C 4.932 2.240 7.042
C 4.615 2.447 5.557
O 6.038 3.142 7.317
H 3.855 2.519 8.991
H 2.962 1.685 7.827
H 3.351 3.469 7.631
H 5.235 1.193 7.076
H 4.009 1.610 5.211
H 5.537 2.381 4.980
H 4.112 3.387 5.329
H 6.102 3.308 8.261
C -0.325 9.951 -0.094
C 0.822 9.083 0.501
C 1.038 9.426 1.983
O 0.473 7.740 0.490
H -1.055 10.120 0.698
H -0.808 9.497 -0.959
H -0.065 10.968 -0.385
H 1.793 9.213 0.022
H 0.187 9.408 2.664
H 1.433 10.428 2.151
H 1.642 8.598 2.353
H 1.282 7.234 0.601
C -6.868 -1.313 -2.785
C -6.846 -0.313 -3.959
C -8.046 -0.495 -4.928
O -7.132 0.956 -3.348
H -6.241 -0.937 -1.977
H -6.314 -2.216 -3.039
H -7.766 -1.566 -2.221
H -5.872 -0.247 -4.444
H -9.056 -0.261 -4.591
H -8.041 -1.544 -5.221
H -7.921 0.117 -5.822
H -7.388 1.661 -3.947
C 6.668 3.698 -2.599
C 5.454 4.657 -2.460
C 4.563 4.796 -3.699
O 4.689 4.007 -1.475
H 6.449 2.714 -3.013
H 7.115 3.678 -1.605
H 7.396 4.255 -3.189
H 5.692 5.659 -2.105
H 4.874 5.549 -4.422
H 3.497 4.898 -3.496
H 4.602 3.832 -4.206
H 5.276 3.772 -0.753
C -4.793 -6.860 5.719
C -4.607 -5.914 4.568
C -3.149 -5.949 4.145
O -5.426 -6.515 3.559
H -4.516 -7.876 5.439
H -5.850 -6.834 5.984
H -4.281 -6.539 6.626
H -5.000 -4.935 4.842
H -2.613 -5.630 5.039
H -2.812 -5.263 3.368
H -2.906 -7.005 4.029
H -6.319 -6.427 3.900

61
Properties=species:S:1:pos:R:3 method="wB97M-V/def2-TZVPD" energy_ev=-313005.4182 de_lowest_kj_mol=0.0 homo_ev=-8.03 homo_lumo_gap_ev=5.30
C -31.918 14.916 16.656
C -31.062 15.877 17.516
C -29.627 15.690 17.004
C -28.586 16.756 17.326
C -29.189 18.116 16.891
C -30.539 18.445 17.470
N -31.474 17.270 17.317
O -32.614 17.508 17.728
C -31.096 19.638 16.676
C -30.378 18.785 18.956
C -31.129 15.537 19.006
H -31.461 13.930 16.638
H -31.992 15.320 15.647
H -32.934 14.919 17.049
H -29.612 15.644 15.911
H -29.290 14.673 17.211
H -27.645 16.558 16.818
H -28.370 16.747 18.398
H -29.364 18.146 15.814
H -28.443 18.889 17.083
H -30.338 20.417 16.605
H -32.045 20.021 17.047
H -31.317 19.308 15.658
H -31.275 18.693 19.566
H -30.071 19.826 19.063
H -29.539 18.227 19.372
H -32.124 15.414 19.433
H -30.577 16.180 19.690
H -30.692 14.538 19.034
O -33.039 17.608 14.893
H -33.814 18.136 14.661
C -34.141 20.335 12.282
N -32.897 20.006 11.488
O -31.955 20.763 11.474
O -32.983 19.009 10.804
H -34.971 19.704 11.982
H -34.246 21.411 12.171
H -34.046 20.091 13.339
C -30.857 17.361 12.391
N -30.002 16.582 13.328
O -28.996 17.109 13.759
O -30.316 15.425 13.535
H -31.908 17.326 12.661
H -30.653 17.044 11.371
H -30.461 18.371 12.470
Br -34.795 13.570 14.754
C -35.210 15.109 13.555
C -33.984 15.479 12.733
Br -33.616 14.128 11.357
H -35.526 15.911 14.220
H -36.096 14.849 12.980
H -33.165 15.633 13.433
H -34.107 16.474 12.304
Br -34.925 20.954 17.610
C -35.331 19.654 16.208
C -36.748 19.847 15.710
Br -36.960 18.800 14.056
H -35.141 18.650 16.578
H -34.640 19.848 15.393
H -36.868 20.861 15.341
H -37.462 19.510 16.455

39
Properties=species:S:1:pos:R:3 method="wB97M-V/def2-TZVPD" energy_ev=-44402.6182 de_lowest_kj_mol=239.1 homo_ev=-13.36 homo_lumo_gap_ev=1.93 total_charge=+2
H 1.199 3.657 0.708
N 1.001 1.855 -0.515
B 0.115 0.434 -2.567
N 0.530 1.710 -1.806
C 0.633 2.892 -2.424
Zr 2.233 0.620 0.922
H 0.543 2.995 -3.483
C 0.944 3.860 -1.490
H 1.088 4.895 -1.696
C 1.075 3.215 -0.271
H 0.251 0.589 -3.753
C -2.518 -2.526 3.165
H -1.660 -2.599 3.852
H -2.442 -1.548 2.671
H -2.392 -3.284 2.377
N -1.439 0.017 -2.389
N 1.119 -0.611 -2.040
N -1.804 -0.188 -1.098
N 1.661 -0.735 -0.779
C -2.551 -0.197 -3.183
C 1.746 -1.472 -2.847
H -2.555 -0.116 -4.271
H 1.652 -1.423 -3.909
C -3.612 -0.556 -2.319
C 2.501 -2.335 -2.078
C -3.062 -0.526 -1.010
C 2.368 -1.924 -0.763
H -4.631 -0.793 -2.559
H 3.101 -3.132 -2.450
H -3.512 -0.705 -0.040
H 2.736 -2.396 0.138
H -3.445 -2.617 3.653
F 1.414 0.722 6.793
Te 1.289 0.434 4.781
F 3.228 0.431 4.587
F 1.265 -1.521 4.839
F -0.654 0.353 4.486
F 1.238 2.315 4.211
O 1.344 0.211 2.557